Entry 1:
{
  "formula": "C23H45Cl3N2O4PRhSi",
  "method": "ωB97M-V/def2-TZVPD",
  "symbols": ["C", "C", "H", "H", "H", "C", "C", "H", "H", "H", "H", "Rh", "Cl", "Cl", "H", "H", "C", "C", "N", "H", "C", "O", "H", "H", "H", "H", "H", "H", "C", "C", "N", "H", "C", "O", "H", "H", "H", "H", "O", "C", "C", "C", "H", "C", "H", "C", "H", "C", "C", "H", "H", "H", "Si", "Cl", "C", "C", "C", "H", "H", "H", "H", "H", "H", "H", "H", "H", "C", "P", "C", "C", "O", "H", "H", "H", "H", "H", "H", "H", "H", "H"],
  "positions_angstrom": [[-3.5708, 4.2753, -1.8969], [-2.3247, 4.2770, -1.0118], [-4.4241, 4.6618, -1.3056], [-3.7962, 3.2485, -2.2348], [-3.4409, 4.8960, -2.7999], [-1.7936, 5.4922, -0.5365], [-2.4786, 6.7767, -0.2412], [-0.6969, 5.6083, -0.5952], [-3.4450, 6.6943, 0.2773], [-2.6312, 7.4191, -1.1167], [-1.8123, 7.3836, 0.3939], [-0.1812, -1.6740, 0.3315], [0.0384, -1.9320, -1.9878], [-2.1126, -2.8083, 0.9999], [0.7079, -6.8237, 0.9625], [-0.3767, -6.7794, -2.1214], [-0.3091, -6.4124, 0.8876], [-1.1146, -6.3147, -1.4345], [-0.4432, -5.6290, -0.3342], [-0.5339, -5.8114, 1.7721], [0.1139, -4.4367, -0.4390], [0.5556, -3.7590, 0.5207], [-1.7356, -5.6139, -2.0113], [0.1744, -4.0613, -1.4749], [-1.0141, -7.2511, 0.7973], [-1.7351, -7.0965, -0.9897], [-2.9333, 1.2366, 2.1111], [-0.7862, 3.1769, 2.6747], [-2.4094, 0.7735, 2.9573], [-0.5940, 2.3790, 3.3996], [-0.9903, 1.0754, 2.8889], [-2.5461, -0.3110, 2.9594], [-0.0422, 0.1337, 2.6866], [-0.2711, -1.0721, 2.4360], [0.4776, 2.3446, 3.6213], [0.9856, 0.5281, 2.8192], [-2.7882, 1.2284, 3.8786], [-1.1650, 2.6081, 4.3023], [-2.3902, 2.9035, -0.2012], [-1.4072, 3.0096, -1.1453], [0.6214, 2.8026, 0.4635], [0.0283, 3.1358, -0.7707], [0.0707, 2.1590, 1.1518], [1.9331, 3.1940, 0.7642], [-1.5954, 2.3977, -2.0431], [0.9159, 3.5072, -1.7962], [2.3628, 3.0092, 1.7631], [2.7540, 3.7599, -0.2228], [2.2467, 3.8277, -1.5347], [0.4858, 3.5236, -2.8009], [3.7867, 4.0858, -0.0136], [2.9057, 4.1082, -2.3572], [-4.0196, -0.2525, -0.4613], [-1.0461, 0.2336, -0.2655], [-4.9103, -0.6848, 1.1613], [-3.9006, -2.0084, -1.2557], [-4.9847, 0.9006, -1.5604], [-4.1946, -1.0237, 1.9212], [-5.6104, -1.5126, 0.9789], [-5.4892, 0.1701, 1.5420], [-5.0957, 1.8820, -1.0701], [-5.9940, 0.4602, -1.7069], [-4.5151, 1.0399, -2.5482], [-2.8756, -2.2644, -1.5471], [-4.5066, -2.0934, -2.1727], [-4.2293, -2.8047, -0.5801], [4.1947, -1.1617, 1.2668], [3.1236, -0.9401, -0.1435], [3.7491, 0.4030, -1.1529], [3.2750, -2.4500, -1.0968], [1.7330, -0.5818, 0.3750], [5.0655, -1.7654, 0.9869], [3.6122, -1.6676, 2.0453], [4.5105, -0.1751, 1.6237], [4.5293, 0.0113, -1.8223], [2.9418, 0.8551, -1.7430], [4.1724, 1.1658, -0.4854], [3.0549, -3.3011, -0.4397], [2.5704, -2.4534, -1.9394], [4.3124, -2.5266, -1.4611]],
  "forces_ev_per_a": [[0.0, 0.1, 0.2], [-0.1, -3.4, -1.4], [0.3, -0.2, -0.4], [0.1, 0.6, 0.3], [0.0, -0.1, 0.4], [1.5, 0.9, 0.4], [-0.2, 0.4, 0.5], [-0.5, -0.4, 0.3], [0.2, -0.1, -0.2], [-0.1, -0.2, -0.2], [-0.3, -0.3, 0.0], [1.3, -2.2, 0.4], [0.3, -0.1, -2.1], [-1.4, -0.7, 0.7], [-0.2, 0.1, 0.1], [-0.4, 0.1, 0.3], [-0.2, -0.1, 0.1], [0.6, 0.3, -0.6], [-0.2, -1.1, 0.7], [0.0, 0.0, -0.2], [0.6, 0.8, 0.2], [0.5, -2.1, -0.8], [0.2, -0.2, 0.2], [-0.3, 0.0, 0.5], [0.3, 0.3, 0.4], [0.0, 0.2, -0.3], [0.1, -0.2, 0.1], [0.0, -0.1, 0.1], [0.2, 0.0, -0.2], [0.0, 0.0, -0.1], [0.5, -0.2, 0.6], [0.1, 0.2, -0.1], [-0.7, -1.3, 0.3], [0.6, 2.3, 1.4], [-0.2, 0.2, 0.0], [-0.3, -0.2, -0.3], [-0.1, -0.2, -0.1], [0.2, -0.1, 0.1], [-0.3, 1.4, 1.1], [-0.6, 1.2, -1.0], [-0.3, 0.3, 0.0], [1.5, -0.6, 0.0], [0.1, 0.7, -0.3], [0.3, -0.1, -0.2], [0.3, 0.3, 0.2], [-0.5, 0.2, 0.3], [-0.4, 0.0, -0.5], [-0.4, -0.1, -0.4], [0.2, -0.1, 0.2], [0.4, 0.3, 0.1], [-0.7, -0.3, -0.1], [-0.2, 0.0, 0.2], [0.1, -3.2, -0.1], [-4.1, 3.2, -0.8], [0.3, 1.2, 0.4], [0.3, 0.6, -0.8], [0.3, 0.8, 0.1], [-0.3, 0.1, -0.3], [0.3, 0.2, -0.3], [0.2, -0.2, 0.1], [-0.1, -0.3, -0.3], [0.6, 0.0, 0.2], [-0.2, -0.1, 0.4], [-0.1, 0.1, 0.0], [0.0, 0.4, 0.1], [0.1, 0.5, 0.1], [0.5, 0.0, 0.1], [-1.9, 0.4, 0.4], [0.5, 0.1, -0.2], [0.2, -0.3, -0.2], [1.7, -0.1, -0.2], [0.0, 0.2, 0.2], [0.1, 0.1, -0.2], [0.0, -0.2, 0.1], [-0.1, 0.3, 0.1], [0.1, -0.2, 0.2], [-0.1, -0.1, -0.3], [0.0, 0.2, -0.2], [0.2, 0.1, 0.3], [-0.3, 0.0, 0.1]],
  "lowdin_charge": [-0.018, -0.315, 0.092, 0.055, 0.092, -0.051, -0.101, 0.116, 0.080, 0.080, 0.076, 0.404, -0.021, 0.067, 0.094, 0.095, -0.038, -0.039, -0.180, 0.088, -0.447, -0.209, 0.096, 0.024, 0.079, 0.078, 0.070, 0.084, -0.042, -0.059, -0.189, 0.073, -0.332, -0.192, 0.088, 0.138, 0.092, 0.089, -0.078, -0.358, -0.067, -0.216, 0.042, -0.081, 0.139, -0.039, 0.104, -0.110, -0.099, 0.123, 0.104, 0.101, 0.741, 0.270, -0.220, -0.296, -0.209, -0.016, 0.045, 0.030, 0.021, 0.055, 0.041, -0.041, 0.028, -0.010, -0.170, 0.570, -0.159, -0.204, -0.508, 0.056, 0.066, 0.053, 0.056, 0.062, 0.045, 0.053, 0.002, 0.057],
  "molar_mass_g_mol": 681.95,
  "e_tot_ev": -93490.870,
  "spin_multiplicity": 5,
  "homo_lumo_gap_ev": [4.997, 6.502],
  "homo_energy_ha": [-0.2025, -0.2581]
}



Entry 2:
{
  "formula": "C23H45ClIN3O6S2",
  "method": "ωB97M-V/def2-TZVPD",
  "symbols": ["C", "C", "C", "I", "C", "S", "O", "S", "O", "O", "O", "C", "N", "Cl", "H", "H", "H", "H", "H", "H", "H", "H", "H", "C", "C", "C", "C", "C", "C", "N", "O", "C", "C", "C", "H", "H", "H", "H", "H", "H", "H", "H", "H", "H", "H", "H", "H", "H", "H", "H", "H", "H", "C", "C", "C", "C", "C", "C", "N", "O", "C", "C", "C", "H", "H", "H", "H", "H", "H", "H", "H", "H", "H", "H", "H", "H", "H", "H", "H", "H", "H"],
  "positions_angstrom": [[2.6067, 1.4788, 0.5781], [3.4761, 0.8094, 1.6292], [4.2928, 1.6996, 2.5751], [2.8880, 2.7345, 3.8384], [5.4536, 2.5308, 1.9789], [6.2846, 1.4972, 0.6716], [6.4336, 2.7706, 3.0164], [7.5676, 3.7755, 2.4796], [7.6905, 4.8335, 3.4039], [8.7100, 3.0707, 2.0458], [6.7528, 4.2409, 1.1679], [5.3581, 3.9589, 1.3524], [4.6976, 4.0333, 0.1073], [4.7715, 5.2496, 2.4834], [3.1998, 1.9279, -0.2158], [1.9244, 2.2092, 1.0087], [1.9753, 0.7170, 0.1175], [4.1378, 0.0907, 1.1529], [2.8256, 0.2283, 2.2877], [4.7935, 1.0378, 3.2803], [6.7082, 0.6119, 1.5807], [5.2571, 4.5923, -0.5296], [3.8071, 4.5030, 0.2160], [-2.9423, -0.5281, 2.7872], [-2.0476, 0.7349, 2.8508], [-2.8005, 1.9198, 3.4680], [-3.8599, 2.5254, 2.5515], [-3.2527, 2.9006, 1.2019], [-2.5361, 1.7297, 0.5265], [-1.5570, 1.1223, 1.4887], [-0.4641, 1.7897, 1.5430], [-3.5564, 0.6984, 0.0286], [-1.7715, 2.2195, -0.6972], [-0.8448, 0.3988, 3.7247], [-2.5470, -1.3015, 3.4449], [-3.9685, -0.3256, 3.0954], [-2.9701, -0.9604, 1.7912], [-2.0738, 2.6964, 3.7268], [-3.2501, 1.5849, 4.4057], [-4.6934, 1.8303, 2.4182], [-4.2781, 3.4163, 3.0233], [-4.0244, 3.2703, 0.5229], [-2.5400, 3.7187, 1.3469], [-3.0495, -0.1935, -0.3433], [-4.1154, 1.1263, -0.8037], [-4.2831, 0.3993, 0.7803], [-1.0894, 3.0304, -0.4525], [-2.4891, 2.5818, -1.4340], [-1.1978, 1.4098, -1.1477], [-0.2466, -0.3956, 3.2745], [-1.2072, 0.0490, 4.6924], [-0.1989, 1.2587, 3.8815], [-2.4273, -5.1837, -3.1999], [-2.4196, -3.7018, -3.6505], [-1.4533, -3.4799, -4.8201], [0.0192, -3.5266, -4.4270], [0.3000, -2.5532, -3.2861], [-0.6046, -2.7795, -2.0733], [-2.0421, -2.7951, -2.5158], [-2.5040, -1.6107, -2.6730], [-0.2078, -4.0822, -1.3638], [-0.4225, -1.6533, -1.0625], [-3.8328, -3.3556, -4.1065], [-3.3995, -5.6322, -3.3998], [-1.6762, -5.7792, -3.7200], [-2.2595, -5.2883, -2.1323], [-1.6663, -2.5030, -5.2653], [-1.6700, -4.2282, -5.5860], [0.3095, -4.5429, -4.1462], [0.6319, -3.2625, -5.2906], [1.3396, -2.6353, -2.9601], [0.1620, -1.5291, -3.6465], [-0.9160, -4.3215, -0.5693], [0.7738, -3.9456, -0.9095], [-0.1357, -4.9375, -2.0308], [-0.5809, -0.6764, -1.5110], [0.5965, -1.6905, -0.6749], [-1.1125, -1.7613, -0.2237], [-4.5380, -3.4279, -3.2776], [-4.1265, -4.0707, -4.8761], [-3.8943, -2.3541, -4.5240]],
  "forces_ev_per_a": [[0.0, -0.2, -0.2], [-0.4, 0.0, 0.2], [0.2, 0.2, -0.1], [0.1, 0.0, 0.2], [0.0, -0.3, 0.0], [-0.3, 0.0, -0.2], [-0.1, 0.0, 0.0], [0.0, -0.1, 0.1], [0.0, 0.2, 0.2], [0.2, -0.2, -0.1], [-0.2, 0.2, 0.1], [0.3, 0.3, 0.1], [0.3, 0.1, -0.3], [-0.3, -0.2, 0.0], [0.1, 0.1, 0.0], [0.1, 0.1, 0.0], [0.0, 0.0, 0.0], [0.1, 0.0, 0.0], [0.0, 0.0, 0.0], [0.0, 0.1, 0.0], [0.0, -0.1, 0.0], [0.0, -0.1, 0.0], [-0.1, -0.2, 0.0], [0.1, 0.0, -0.2], [-0.2, -0.7, 0.2], [0.0, 0.2, 0.0], [0.0, -0.1, 0.0], [0.0, 0.1, 0.2], [-0.4, -0.4, -0.5], [-0.1, 1.0, 0.4], [0.3, -0.3, -0.2], [0.0, -0.1, 0.1], [0.1, 0.1, 0.0], [0.2, 0.1, 0.0], [0.0, 0.1, 0.1], [0.0, 0.0, -0.1], [0.0, 0.0, 0.0], [0.1, 0.0, -0.1], [0.0, 0.0, 0.0], [0.0, 0.0, 0.0], [0.0, 0.0, 0.0], [0.0, 0.0, 0.0], [0.1, -0.1, 0.0], [0.0, 0.0, -0.1], [0.0, 0.0, 0.0], [0.0, 0.0, 0.0], [0.0, 0.0, 0.0], [0.0, 0.0, 0.0], [0.0, 0.0, 0.0], [0.0, 0.0, 0.0], [0.0, 0.0, 0.0], [0.0, 0.0, 0.0], [0.0, 0.0, 0.1], [-0.3, -0.7, 0.1], [0.2, 0.2, -0.1], [-0.1, 0.0, 0.1], [0.0, 0.1, -0.2], [0.2, -0.4, 0.6], [0.6, 0.5, -0.9], [-0.3, 0.1, 0.3], [-0.1, -0.1, -0.1], [0.0, 0.1, -0.1], [0.0, 0.2, 0.0], [0.0, 0.0, -0.1], [0.0, 0.0, 0.0], [0.0, 0.0, 0.0], [0.0, 0.0, 0.1], [0.0, 0.0, 0.0], [0.0, 0.0, 0.0], [0.0, 0.0, 0.0], [0.0, 0.0, 0.0], [-0.1, 0.0, 0.0], [0.0, 0.0, 0.0], [0.0, 0.0, 0.0], [0.0, 0.0, 0.0], [0.0, 0.0, 0.0], [0.0, 0.0, 0.0], [0.0, 0.0, 0.0], [0.0, 0.0, 0.0], [0.0, 0.0, 0.0], [0.0, 0.0, 0.1]],
  "lowdin_charge": [-0.123, -0.366, -0.676, 0.922, -0.714, 0.911, -0.234, 0.559, -0.216, -0.216, -0.238, -0.888, 0.090, 0.681, 0.056, 0.030, 0.068, 0.071, 0.091, 0.080, -0.073, 0.112, 0.090, -0.017, -0.473, -0.136, -0.172, -0.132, -0.486, -0.089, -0.046, -0.029, -0.030, -0.048, 0.078, 0.083, 0.062, 0.124, 0.124, 0.103, 0.113, 0.125, 0.125, 0.069, 0.093, 0.068, 0.080, 0.091, 0.073, 0.092, 0.091, 0.044, -0.019, -0.477, -0.139, -0.173, -0.132, -0.485, -0.097, -0.028, -0.037, -0.039, -0.049, 0.078, 0.083, 0.066, 0.124, 0.124, 0.103, 0.114, 0.125, 0.127, 0.091, 0.088, 0.065, 0.062, 0.086, 0.084, 0.093, 0.089, 0.077],
  "molar_mass_g_mol": 686.12,
  "e_tot_ev": -83625.803,
  "spin_multiplicity": 3,
  "homo_lumo_gap_ev": [8.561, 9.491],
  "homo_energy_ha": [-0.3016, -0.3367]
}



Entry 3:
{
  "formula": "C23H45CrN4O5",
  "method": "ωB97M-V/def2-TZVPD",
  "symbols": ["Cr", "C", "C", "C", "C", "C", "C", "N", "C", "C", "N", "C", "C", "O", "O", "C", "C", "C", "C", "C", "C", "N", "C", "C", "N", "C", "C", "O", "O", "H", "H", "H", "H", "H", "H", "H", "H", "H", "H", "H", "H", "H", "H", "H", "H", "H", "H", "H", "H", "H", "H", "H", "H", "H", "H", "H", "H", "H", "H", "H", "H", "H", "H", "H", "H", "H", "H", "H", "C", "C", "C", "O", "H", "H", "H", "H", "H", "H"],
  "positions_angstrom": [[0.1596, 0.2166, 0.1980], [-1.6113, -3.0792, 1.7718], [-2.0884, -1.6407, 1.5783], [-2.8825, -1.4699, 0.2541], [-2.4661, -2.1198, -1.0966], [-3.3269, -1.4552, -2.1709], [-2.6493, -3.6321, -1.2023], [-0.9738, -1.8242, -1.3235], [-0.4664, -1.3120, -2.6299], [0.9517, -0.7296, -2.5091], [1.1623, 0.5008, -1.6739], [0.4347, 1.6468, -2.2746], [-1.0718, 1.4720, -2.0318], [-1.8988, 1.8347, -2.8218], [-1.3075, 0.8395, -0.9059], [2.6670, 0.7214, -1.6108], [3.1106, 2.1838, -1.6658], [3.3365, -0.0822, -0.4748], [3.0920, 0.2213, 1.0244], [3.1364, 1.7032, 1.3904], [4.1948, -0.4986, 1.8104], [1.7555, -0.3987, 1.3512], [1.2859, -0.2448, 2.7485], [-0.0422, -0.9850, 2.8521], [-1.0220, -0.5596, 1.8045], [-1.7239, 0.6757, 2.2569], [-0.8182, 1.9100, 2.1504], [-0.9236, 2.8364, 2.8979], [0.0560, 1.8120, 1.1673], [-2.4392, -3.7323, 1.5036], [-1.3869, -3.3016, 2.8130], [-0.7410, -3.3347, 1.1651], [-2.8276, -1.4688, 2.3662], [-2.9947, -0.4046, 0.0551], [-3.8884, -1.8418, 0.4521], [-4.3717, -1.6710, -1.9502], [-3.1223, -1.8561, -3.1637], [-3.2181, -0.3705, -2.1872], [-3.6643, -3.8924, -0.9066], [-1.9565, -4.2035, -0.5866], [-2.5294, -3.9502, -2.2397], [-0.3858, -2.6257, -1.0346], [-0.7937, -1.0900, -0.6384], [-1.1572, -0.5759, -3.0254], [-0.4281, -2.1427, -3.3343], [1.2737, -0.5097, -3.5312], [1.6092, -1.5026, -2.1144], [0.6377, 1.7754, -3.3388], [0.6971, 2.5606, -1.7445], [3.0767, 0.2728, -2.5225], [2.6136, 2.8296, -0.9486], [2.9637, 2.5946, -2.6633], [4.1794, 2.2192, -1.4627], [4.4088, 0.0159, -0.6472], [3.1058, -1.1444, -0.6213], [4.0096, 2.1643, 0.9350], [3.2410, 1.8315, 2.4679], [2.2473, 2.2396, 1.0800], [5.1717, -0.1352, 1.4962], [4.1681, -1.5795, 1.6483], [4.1170, -0.3114, 2.8806], [1.8956, -1.4040, 1.2132], [1.1872, 0.8093, 2.9851], [1.9824, -0.6816, 3.4655], [-0.4646, -0.8557, 3.8510], [0.1800, -2.0387, 2.7114], [-2.1007, 0.5840, 3.2764], [-2.5652, 0.8857, 1.5949], [3.2944, -4.3223, -0.0129], [1.9498, -4.0805, -0.6060], [1.4998, -5.0476, -1.6511], [1.2564, -3.1147, -0.2757], [3.2603, -5.2427, 0.5763], [3.6075, -3.5070, 0.6344], [4.0317, -4.4885, -0.8001], [1.7329, -6.0694, -1.3512], [2.0693, -4.8622, -2.5670], [0.4370, -4.9611, -1.8723]],
  "forces_ev_per_a": [[0.3, 2.2, 0.9], [0.0, 0.2, 0.2], [-0.2, -0.4, -0.2], [0.2, 0.2, 0.2], [-0.6, 0.0, 0.0], [0.1, 0.1, -0.1], [0.1, 0.0, 0.0], [0.3, -0.2, 0.0], [0.2, 0.4, -0.2], [-0.1, -0.3, 0.0], [0.0, 0.0, 0.2], [-0.6, 0.2, 0.1], [0.5, 0.1, -0.7], [0.0, 0.0, 0.3], [-0.2, -0.6, 0.7], [0.5, 0.0, 0.2], [-0.2, 0.0, -0.1], [-0.2, 0.1, 0.0], [0.4, 0.1, -0.2], [-0.1, -0.1, 0.1], [-0.1, -0.1, 0.0], [0.2, -0.1, 0.2], [-0.3, 0.1, 0.1], [0.3, 0.1, 0.1], [-0.1, -0.3, -0.4], [0.1, 0.6, -0.1], [-0.7, -0.3, 0.7], [0.2, 0.0, -0.3], [0.6, -0.3, -0.8], [0.0, 0.0, -0.1], [0.1, 0.0, 0.0], [0.0, 0.0, 0.0], [0.0, 0.1, 0.0], [-0.1, 0.0, 0.0], [0.0, -0.1, 0.0], [0.0, -0.1, 0.0], [0.0, 0.0, 0.0], [0.0, 0.0, 0.0], [0.0, 0.0, 0.0], [0.0, 0.0, 0.0], [0.0, 0.0, 0.0], [0.0, 0.0, 0.1], [-0.9, -0.7, -0.5], [-0.1, -0.1, 0.0], [0.0, 0.0, 0.1], [0.0, 0.0, 0.0], [0.1, 0.0, 0.0], [0.1, -0.1, 0.0], [0.1, 0.0, -0.1], [-0.1, 0.0, 0.0], [0.0, 0.0, 0.0], [0.0, 0.0, 0.0], [0.0, 0.0, 0.0], [0.0, 0.0, 0.0], [0.1, 0.0, 0.0], [0.0, 0.0, 0.0], [0.0, 0.0, 0.0], [0.0, 0.1, 0.0], [0.0, 0.0, 0.0], [0.0, 0.0, 0.0], [0.0, 0.0, 0.0], [-0.1, 0.0, -0.2], [0.1, 0.0, 0.0], [0.0, 0.0, -0.1], [-0.1, 0.0, 0.0], [-0.1, 0.0, 0.0], [0.1, -0.1, 0.0], [0.0, -0.1, 0.0], [0.0, 0.0, 0.2], [0.0, 0.1, -0.1], [-0.1, -0.1, 0.0], [0.1, -0.2, 0.0], [0.0, 0.0, 0.0], [0.0, 0.0, 0.0], [0.0, 0.0, 0.0], [0.0, 0.0, 0.0], [0.0, 0.0, 0.0], [0.0, 0.0, 0.0]],
  "lowdin_charge": [0.943, -0.033, -0.266, -0.070, -0.443, -0.005, -0.009, 0.106, -0.063, -0.101, -0.156, -0.049, -0.583, 0.148, -0.138, -0.288, -0.028, -0.081, -0.501, -0.005, -0.009, -0.065, -0.129, -0.111, -0.155, -0.046, -0.564, 0.172, -0.110, 0.099, 0.096, 0.066, 0.156, 0.106, 0.149, 0.117, 0.105, 0.089, 0.113, 0.072, 0.101, 0.118, 0.059, 0.116, 0.158, 0.155, 0.111, 0.158, 0.139, 0.148, 0.080, 0.099, 0.103, 0.140, 0.104, 0.105, 0.105, 0.071, 0.109, 0.079, 0.094, 0.109, 0.123, 0.143, 0.157, 0.110, 0.154, 0.144, 0.017, -0.438, 0.015, -0.016, 0.116, 0.067, 0.113, 0.108, 0.114, 0.082],
  "molar_mass_g_mol": 509.63,
  "e_tot_ev": -69188.785,
  "spin_multiplicity": 4,
  "homo_lumo_gap_ev": [8.187, 9.259],
  "homo_energy_ha": [-0.5673, -0.5695],
  "total_charge": 2
}